# 1
C30H18F3MnN4O9Sb | the ωB97M-V functional and the def2-TZVPD basis

Atoms and positions in Å:
Mn 0.626 -0.357 -0.580
O -2.272 -0.816 1.981
C -1.392 -0.960 1.193
O -0.631 0.030 0.694
C -0.990 -2.295 0.627
C -1.579 -3.487 0.968
C -1.124 -4.643 0.344
C -0.101 -4.561 -0.591
C 0.453 -3.330 -0.884
N 0.005 -2.224 -0.276
H -2.371 -3.485 1.704
H -1.566 -5.600 0.585
H 0.272 -5.439 -1.097
H 1.255 -3.204 -1.597
O 4.948 3.321 -5.309
N 5.136 2.128 -5.268
O 5.910 1.494 -5.945
C 4.277 1.354 -4.346
C 3.437 2.021 -3.502
C 2.647 1.267 -2.639
C 2.642 -0.147 -2.623
O 1.857 -0.830 -1.837
C 3.542 -0.764 -3.524
C 4.345 -0.030 -4.364
N 3.673 -2.238 -3.638
O 2.905 -2.937 -3.011
O 4.510 -2.644 -4.403
N 1.824 2.030 -1.727
O 1.232 1.453 -0.753
O 1.698 3.205 -1.864
H 3.402 3.102 -3.494
H 5.028 -0.535 -5.033
F -4.412 7.913 -3.164
C -3.891 6.809 -2.604
C -3.820 5.654 -3.354
C -3.286 4.515 -2.765
C -2.833 4.534 -1.446
C -2.910 5.727 -0.730
C -3.443 6.873 -1.301
Sb -1.945 2.828 -0.514
C -2.851 1.330 -1.754
C -2.130 0.273 -2.297
C -2.732 -0.735 -3.041
C -4.096 -0.674 -3.238
F -4.691 -1.650 -3.939
C -4.859 0.363 -2.741
C -4.226 1.355 -2.007
C -3.231 2.681 1.177
C -4.311 1.809 1.276
C -5.083 1.760 2.429
C -4.751 2.590 3.480
F -5.493 2.547 4.598
C -3.679 3.457 3.427
C -2.918 3.490 2.268
H -4.180 5.655 -4.374
H -3.224 3.609 -3.354
H -2.558 5.776 0.294
H -3.513 7.804 -0.756
H -1.041 0.177 -2.213
H -2.165 -1.549 -3.472
H -5.923 0.385 -2.931
H -4.821 2.177 -1.627
H -4.561 1.139 0.464
H -5.926 1.090 2.520
H -3.449 4.079 4.281
H -2.064 4.159 2.230

total charge: +1
highest occupied orbital energy (alpha / beta): -10.61 / -10.61 eV
maximum force: 0.8 eV Å⁻¹
HOMO-LUMO gap (alpha / beta): 4.97 / 4.86 eV
DFT total energy: -101785.60842 eV
multiplicity: 5
energy above the lowest of the compared OMol25 structures with the same formula, charge and spin: 26.08 kcal per mole
⟨S²⟩: 6.047


# 2
C30H20N4O2S4W | the ωB97M-V functional and the def2-TZVPD basis

Atoms and positions in Å:
W -0.623 0.421 0.093
O -1.644 0.046 1.805
C -1.447 0.473 3.031
C -1.589 -0.416 4.106
C -1.435 0.039 5.395
C -1.156 1.387 5.667
C -1.040 2.268 4.621
C -1.169 1.821 3.296
C -1.092 2.757 2.220
N -1.033 2.483 0.965
C -0.938 3.622 0.051
C 0.366 3.492 -0.746
N 0.896 2.145 -0.495
C 2.165 2.012 -0.415
C 2.824 0.875 0.177
C 4.161 0.566 -0.091
C 4.795 -0.427 0.622
C 4.111 -1.068 1.659
C 2.808 -0.740 1.973
C 2.132 0.212 1.205
O 0.868 0.517 1.466
H -1.810 -1.451 3.886
H -1.533 -0.658 6.218
H -1.044 1.725 6.688
H -0.841 3.317 4.805
H -1.083 3.810 2.506
H -0.963 4.556 0.612
H -1.798 3.599 -0.615
H 1.092 4.230 -0.402
H 0.191 3.646 -1.809
H 2.795 2.852 -0.712
H 4.685 1.103 -0.873
H 5.816 -0.698 0.394
H 4.612 -1.841 2.228
H 2.268 -1.236 2.768
S -0.303 -1.980 0.851
C 1.040 -2.667 0.006
C 1.679 -3.839 0.419
C 2.746 -4.329 -0.311
C 3.199 -3.664 -1.451
C 2.570 -2.505 -1.866
C 1.492 -2.016 -1.133
S 0.609 -0.600 -1.654
H 1.337 -4.354 1.308
H 3.237 -5.239 0.009
H 4.039 -4.055 -2.010
H 2.904 -1.977 -2.751
S -2.837 -0.541 -0.379
C -3.081 -0.526 -2.087
C -3.998 -1.375 -2.708
C -4.195 -1.302 -4.076
C -5.137 -2.188 -4.700
N -5.900 -2.893 -5.191
C -3.474 -0.371 -4.846
C -2.568 0.477 -4.230
C -2.376 0.401 -2.855
S -1.324 1.496 -2.026
C -3.657 -0.289 -6.267
N -3.787 -0.199 -7.405
H -4.551 -2.098 -2.124
H -2.011 1.190 -4.822

total charge: 0
highest occupied orbital energy: -7.37 eV
maximum force: 0.2 eV Å⁻¹
HOMO-LUMO gap: 5.63 eV
DFT total energy: -86658.77275 eV
multiplicity: 1
energy above the lowest of the compared OMol25 structures with the same formula, charge and spin: 1.23 kcal per mole


# 3
C30H21F10IrN6O2 | the ωB97M-V functional and the def2-TZVPD basis

Atoms and positions in Å:
Ir 0.863 0.367 -0.435
O 0.157 -1.399 3.707
C -0.980 -2.056 3.505
C -1.393 -2.927 4.514
C -2.546 -3.658 4.361
C -3.333 -3.552 3.202
C -2.954 -2.689 2.211
C -1.770 -1.922 2.328
C -1.378 -1.008 1.287
O -0.315 -0.392 1.314
N -2.269 -0.890 0.165
N -0.836 -0.150 -1.537
C -1.279 0.713 -2.332
C -0.329 1.748 -2.744
C -0.575 2.598 -3.801
C 0.413 3.496 -4.184
C 1.606 3.509 -3.489
C 1.779 2.630 -2.427
N 0.831 1.769 -2.066
H 0.316 -0.788 2.966
H -0.790 -3.000 5.410
H -2.852 -4.332 5.152
H -4.233 -4.142 3.096
H -3.555 -2.593 1.316
H -2.286 0.643 -2.743
H -1.522 2.537 -4.322
H 0.252 4.171 -5.015
H 2.404 4.185 -3.764
H 2.697 2.605 -1.854
C 1.393 -2.671 0.564
N 1.271 -1.900 -0.687
C 0.339 -2.549 -1.621
C -1.134 -2.519 -1.218
N -1.720 -1.168 -1.093
C -3.302 0.075 0.138
C -3.208 1.350 0.677
F -2.080 1.767 1.247
C -4.275 2.233 0.624
F -4.151 3.447 1.141
C -5.450 1.861 0.004
F -6.462 2.707 -0.062
C -5.565 0.599 -0.556
F -6.690 0.239 -1.159
C -4.506 -0.277 -0.476
F -4.639 -1.492 -1.000
C 2.601 -1.732 -1.306
C 3.521 -0.889 -0.450
N 2.896 0.391 -0.131
C 3.622 1.455 0.354
C 2.981 2.656 0.710
F 1.624 2.729 0.664
C 3.630 3.805 1.106
F 2.920 4.896 1.389
C 5.002 3.831 1.204
F 5.647 4.941 1.568
C 5.683 2.670 0.922
F 7.011 2.645 1.026
C 5.018 1.522 0.531
F 5.802 0.442 0.324
H 1.977 -3.583 0.396
H 0.411 -2.960 0.935
H 1.877 -2.073 1.331
H 0.605 -3.605 -1.749
H 0.454 -2.058 -2.586
H -1.304 -3.047 -0.281
H -1.682 -3.057 -1.990
H 2.461 -1.249 -2.273
H 3.072 -2.710 -1.471
H 4.433 -0.758 -1.024
H 3.795 -1.440 0.458

total charge: +1
highest occupied orbital energy (alpha / beta): -9.56 / -9.49 eV
maximum force: 3.4 eV Å⁻¹
HOMO-LUMO gap (alpha / beta): 5.57 / 5.49 eV
DFT total energy: -74489.21627 eV
multiplicity: 2
⟨S²⟩: 0.761


# 4
C30H21GaN6S | the ωB97M-V functional and the def2-TZVPD basis

Atoms and positions in Å:
Ga -0.330 -0.751 0.410
C -1.822 2.489 2.887
C -1.797 1.257 2.235
N -0.684 0.746 1.734
C 0.496 1.416 1.854
C 0.551 2.683 2.501
C -0.655 3.206 3.009
C 1.791 3.346 2.601
C 2.917 2.764 2.082
C 2.872 1.509 1.458
C 1.688 0.811 1.338
N 1.524 -0.441 0.742
C 2.204 -1.585 1.153
C 3.570 -1.760 1.217
C 4.122 -2.964 1.680
C 3.330 -3.996 2.109
C 1.928 -3.858 2.094
C 1.040 -4.819 2.617
C -0.308 -4.547 2.671
C -0.783 -3.353 2.131
N 0.017 -2.460 1.565
C 1.363 -2.659 1.578
H -2.755 2.859 3.282
H -2.697 0.667 2.115
H -0.652 4.170 3.495
H 1.837 4.304 3.096
H 3.866 3.276 2.148
H 3.787 1.097 1.064
H 4.236 -0.971 0.909
H 5.196 -3.062 1.712
H 3.764 -4.907 2.490
H 1.428 -5.751 2.999
H -1.001 -5.238 3.124
H -1.839 -3.105 2.163
N -1.617 1.112 -3.209
C -1.188 2.452 -3.362
C -1.586 3.187 -4.466
C -1.170 4.507 -4.610
C -0.364 5.095 -3.657
C 0.037 4.365 -2.544
C -0.374 3.056 -2.412
S 0.198 2.153 -0.985
N -0.606 0.666 -1.136
C -1.348 0.324 -2.151
C -1.891 -1.046 -2.088
C -2.709 -1.601 -3.072
C -3.101 -2.927 -2.973
C -2.656 -3.676 -1.894
C -1.874 -3.054 -0.938
N -1.513 -1.775 -1.018
H -2.176 0.763 -3.973
H -2.215 2.740 -5.221
H -1.483 5.069 -5.474
H -0.036 6.114 -3.769
H 0.671 4.805 -1.790
H -3.050 -1.016 -3.911
H -3.726 -3.364 -3.735
H -2.911 -4.718 -1.795
H -1.514 -3.605 -0.080

total charge: +2
highest occupied orbital energy: -12.96 eV
maximum force: 1.2 eV Å⁻¹
HOMO-LUMO gap: 6.27 eV
DFT total energy: -103592.31393 eV
multiplicity: 1
energy above the lowest of the compared OMol25 structures with the same formula, charge and spin: 3.13 kcal per mole


Q: Look up the multiplicity of the first one.
A: 5